No. 1
Computed, not measured: a 6-piece molecular cluster, C22H60N4O7P overall, with ωB97M-V/def2-TZVPD.

Properties
- gap between HOMO and LUMO (eV) = 8.119
- LUMO (eV) = -3.4469
- E_HOMO (eV) = -11.5657
- charge = +1

The geometry in XYZ format:
```
94
Properties=species:S:1:pos:R:3:mulliken_charge:R:1
C 0.41369 -5.97044 2.31035 0.368
H 0.33517 4.34316 9.43038 0.265
C 1.52775 0.90157 -0.66335 -0.752
H -3.43537 2.29711 -2.27098 0.249
H 0.70313 3.52475 6.56906 0.317
H -6.79147 0.57277 -2.17768 0.392
H -0.55217 -5.04331 4.00591 0.314
O -0.08269 -4.99999 1.38330 -0.501
C -5.93308 -0.09325 -2.08385 -1.426
C 2.40172 4.14198 4.47077 -1.341
H -5.13958 2.48579 -2.71771 0.410
C 0.17642 -0.30887 -10.64719 -1.210
H -0.96274 -5.27843 1.10959 0.319
H -0.77284 -2.73084 -11.60432 0.383
H -0.15004 -0.03177 2.30760 0.003
H -0.16708 1.39076 -6.81385 0.257
H 1.15685 -7.27471 0.75639 0.314
H -0.68174 -0.16483 -11.30350 0.387
H -0.07017 2.55555 11.10307 0.335
C -1.72283 0.35158 0.79252 -0.664
H -0.10635 2.15862 5.79129 0.304
H 0.04658 -3.76146 -10.41995 0.322
H -0.27369 -1.52329 -0.27853 0.156
H -2.43473 0.91737 1.39762 0.467
H 0.19845 0.50396 -9.91966 0.241
C -4.32730 1.76645 -2.60843 -1.258
C -0.09068 -1.64800 0.79155 -0.684
H -2.34038 -0.31131 0.17286 0.184
H 1.64702 2.47935 11.47128 0.355
C -0.97158 1.29247 -0.19452 -0.308
C -0.83040 -0.56370 1.64070 -0.357
H -3.42312 -0.63363 -2.34488 0.294
H 1.71132 -0.93936 -7.07888 0.261
H 2.01192 2.09639 9.08977 0.314
H 1.08767 -0.23081 -11.24621 0.348
O 1.23652 -1.79889 -9.06416 -0.526
H -1.50240 -6.31566 3.25191 0.337
N 2.41504 -0.79936 -2.69877 -0.282
H 2.36756 5.37156 10.49356 0.385
H 0.97838 -1.53229 1.01218 0.244
H 0.62709 2.70450 -0.05373 0.649
H 1.40929 -5.63487 2.60360 0.246
C 0.08783 -2.80351 -10.93959 -1.323
N -0.22575 1.18199 -5.82400 -0.726
H 0.70044 1.55610 1.25463 -0.117
H 1.32057 2.09503 -2.32646 0.340
H 0.99630 -2.80460 -11.54791 0.359
H 2.98630 0.77568 -4.59950 0.399
N 2.03418 0.95370 -4.27528 -0.316
H -0.47209 -7.66092 1.29300 0.345
C 1.11746 3.32814 4.45193 0.431
P 0.96522 0.24832 -5.45463 1.089
C -4.69557 0.66317 -1.62851 0.498
H 2.49885 1.36898 -0.45332 0.334
H -4.10080 1.34755 -3.59294 0.339
H -0.35466 -2.64436 1.14861 0.175
C 0.48157 1.64271 0.19019 -0.523
H 2.33650 4.96577 5.18224 0.388
C 0.84634 3.14532 11.13804 -1.376
O 0.38595 -1.17209 -4.81398 -0.493
H 2.61206 4.55215 3.48143 0.340
H -0.77961 -1.69700 -9.31699 0.266
H 1.88992 -1.41139 -2.08916 0.221
H 2.66128 4.94201 8.79966 0.272
N 1.21708 1.10933 -2.10119 -0.008
H -1.06706 0.87424 -1.19926 0.242
H -0.11442 -6.73977 4.26864 0.386
O -3.59673 -0.24255 -1.48195 -0.508
H 0.54890 -1.83928 -5.49079 0.297
H -1.52607 2.23464 -0.21261 0.395
H -5.75746 -0.57058 -3.05191 0.348
H 3.27136 -1.15424 -3.08488 0.237
H 3.25197 3.51204 4.74753 0.354
H 0.28842 3.96000 4.13027 0.222
O 1.22492 2.27634 3.48266 -0.478
H 2.03662 -1.76525 -9.59861 0.319
H 1.62412 -0.14202 -0.38458 0.203
C 0.81347 2.74439 5.82150 -1.201
C -0.48699 -6.02467 3.53431 -1.281
C 0.51214 -7.32914 1.63458 -1.263
C 2.44399 4.54078 9.79088 -1.210
H 0.91323 -8.08135 2.31479 0.380
H 0.72370 3.93614 11.87933 0.379
H 3.29509 3.91872 10.08134 0.327
C 1.90779 0.39310 -2.97117 0.171
O 1.92650 -0.04615 -6.76323 -0.482
H -4.87272 1.09386 -0.64178 0.263
H -6.18141 -0.88354 -1.37467 0.343
C 1.16452 3.71839 9.76590 0.451
H -1.50309 -1.11760 2.30359 0.542
H 1.61215 2.07231 6.14265 0.314
O 1.28444 2.66153 8.81097 -0.479
H 1.95280 1.70616 3.75002 0.273
C 0.11129 -1.65521 -9.94488 0.430
```

---

No. 2
Computed, not measured: a 6-piece molecular cluster, C22H60N8O8 overall, with ωB97M-V/def2-TZVPD.

Properties
- energy relative to the best compared isomer or geometry (same formula, charge and spin) (eV) = 0.723
- gap between HOMO and LUMO (eV) = 8.701
- LUMO (eV) = 0.3009
- E_HOMO (eV) = -8.4005
- structure (SMILES) = COC[C@H](C)N.COC[C@H](C)N.COCCNCCOC.COCCNCCOC.NC(N)=O.NC(N)=O

The geometry in XYZ format:
```
98
Properties=species:S:1:pos:R:3:mulliken_charge:R:1
H 0.95280 1.15448 2.46289 0.315
O -2.37073 -2.59734 -2.45135 -0.470
C 0.89645 4.28873 2.98275 -0.363
H 0.84620 9.97401 4.34137 0.400
H 3.30711 -4.59913 2.20809 0.128
C 0.73678 7.87978 4.13149 -0.568
H -0.91412 8.79854 1.90591 0.182
H -1.29364 2.96100 1.86871 0.089
C -2.41078 -1.19959 -2.25600 -0.093
H -5.16928 -3.36291 1.10250 0.272
C -1.15931 3.98391 1.51698 -0.515
H 1.90042 -1.53189 1.80170 0.198
C 0.80462 0.49137 0.61705 0.394
N -1.45364 -5.06431 -2.89196 -0.261
H -1.90230 -5.47209 -0.88656 0.313
C 3.53212 -2.65479 1.48190 0.607
H -1.82904 -4.25989 -3.37371 0.249
H -0.88539 1.01912 -0.30746 0.155
H 6.09970 -1.39299 -3.09755 0.426
N -0.06655 0.43029 -0.36118 -0.049
H -1.78423 -7.49863 -5.25814 0.392
H -0.35100 7.94792 4.11830 0.386
C -0.44072 9.77799 1.97417 -0.592
H -4.00742 -0.36950 4.02105 0.335
H 0.26602 -0.00278 -1.21086 -0.010
H 2.32710 -0.74442 -3.76351 0.348
H -1.87499 4.69757 1.92515 0.312
C -2.45610 -2.39331 2.51714 -0.467
H 3.30475 -0.32518 -1.29114 0.045
N 1.17479 6.69547 3.28274 -0.416
O 1.98413 0.04528 0.57159 -0.850
H 1.82669 -6.56528 -5.94058 0.250
H -0.89655 10.40512 2.74035 0.301
C 5.20025 -1.10959 -3.64412 -1.627
H -3.07579 -3.19934 -0.63387 0.308
H -2.78044 0.14721 4.95697 0.411
H -1.83871 -2.49397 1.62451 0.204
H 0.51443 3.31179 3.27897 0.261
H -1.26234 -3.22160 -0.75212 0.215
H 0.83516 6.67949 2.33169 0.288
O 4.15540 -1.82764 0.83418 -0.600
C 0.54426 5.42937 3.89703 -0.568
H 3.01341 0.41080 -4.68172 0.503
H 0.44903 -7.60163 -6.48882 0.308
H 4.76782 0.88166 -2.91813 0.245
C 2.93685 0.14862 -3.62648 -0.852
H 1.26623 1.70506 -4.69632 0.422
O 0.20217 4.46628 1.68104 -0.401
H -3.31781 -5.12940 -1.87136 0.389
H -0.63145 1.16771 1.76259 -0.436
C 1.27914 9.24417 3.65727 -0.630
H 1.98010 4.30090 2.86589 0.309
O 2.18464 1.17250 -2.99642 -0.245
H -0.53151 10.34409 1.04715 0.240
H 5.59352 -0.64367 -4.54765 0.423
C -1.87003 -6.33212 -3.49739 -0.720
C -2.20746 -0.95132 3.11201 0.451
H 3.88710 -1.56074 -1.95576 0.313
C -1.31526 -6.57677 -4.91412 -0.637
H -4.85006 -4.13240 2.71256 0.315
H -2.47426 -0.71560 -3.23059 0.318
H 0.29252 2.09874 -3.16310 0.313
H 0.42582 -5.86283 -6.66931 0.328
N 3.95134 -3.89375 1.88023 -0.392
H -3.71892 -4.26169 1.39134 0.300
H 0.36787 0.60568 -3.88500 0.356
H -1.63176 -7.18204 -2.85789 0.420
H -1.58887 -0.86727 -1.62187 -0.226
H -0.50654 5.71544 3.94274 0.308
H -2.12988 -0.43308 1.18665 -0.201
N 4.19579 -0.65442 -1.63424 -0.405
O 0.96512 9.64255 2.30815 -0.366
H -1.14304 -0.94110 3.34657 0.255
H -1.23091 4.00031 0.42947 0.205
N 2.39327 -2.37301 2.06576 -0.349
O 0.01234 -6.50891 -4.74568 -0.278
H -3.26129 0.29932 2.04967 0.326
H -3.27967 -0.90181 -1.66909 0.298
C -2.27348 -4.86205 -1.71008 -0.910
C 0.74372 -6.66886 -6.00799 -0.793
H -2.02580 -3.13749 3.18732 0.444
C -2.99863 -0.68484 4.28750 -1.578
H 1.13084 7.77900 5.14276 0.324
H 0.77633 5.22087 4.94142 0.385
C -2.20882 -3.36133 -1.27436 -0.025
H -1.76886 -5.73115 -5.43111 0.327
O -3.79314 -2.40196 2.38733 -0.285
N 0.36993 1.12303 1.63865 0.341
H 2.36080 9.29571 3.78151 0.353
N -2.28568 0.03855 2.06609 -0.205
H -2.93671 -6.32701 -3.72157 0.438
C 4.30322 -0.10246 -2.97933 0.379
C 1.01463 1.45520 -3.66562 -0.974
H 4.89738 -4.23207 1.98335 0.214
C -4.42760 -3.58557 1.86959 -0.870
H 1.83887 -3.11567 2.46725 0.153
H -2.97771 -1.56825 4.92565 0.356
H 4.79920 -2.04612 -4.03160 0.388
```

---

No. 3
Computed, not measured: a 8-piece molecular cluster, C22H60O10 overall, with ωB97M-V/def2-TZVPD.

Properties
- energy relative to the best compared isomer or geometry (same formula, charge and spin) (eV) = 13.785
- gap between HOMO and LUMO (eV) = 9.323
- LUMO (eV) = 0.3198
- E_HOMO (eV) = -9.0033
- structure (SMILES) = CC(C)O.CC(C)O.CC(C)O.CC(C)O.CC(C)O.CC(C)O.OCCO.OCCO

The geometry in XYZ format:
```
92
Properties=species:S:1:pos:R:3:mulliken_charge:R:1
H -1.79951 2.64535 -3.06126 0.146
C -1.29551 -3.82865 -3.02826 -1.549
H 0.67149 2.37535 3.43474 0.572
H -2.40051 2.05635 -4.76226 0.549
H -0.24651 -5.08165 2.50374 0.179
H 4.24349 0.68135 0.79674 0.284
H -2.14151 -3.48565 -3.51526 0.395
O 0.49249 -2.63365 3.59974 -0.695
C -2.40851 5.87035 -0.97626 -0.874
O 3.38949 0.13735 -1.69826 -0.358
C 2.50149 -5.00165 1.57174 0.765
C -0.85551 -3.02965 3.15574 -0.234
H 4.79849 1.58835 -2.02826 0.248
H 1.67249 -5.21665 1.16974 0.423
H -3.26951 8.93335 -0.46226 0.268
O -0.67451 2.31435 -0.10926 -0.530
H -1.60051 2.47935 -0.21426 0.238
C -0.40251 -2.63665 -2.48926 0.880
H -1.92751 2.11935 4.46674 0.320
H 6.51549 -0.28465 -0.74726 0.290
H -1.97251 -4.88465 3.31674 0.543
H -3.37451 -0.62465 -2.98726 0.452
H -1.70851 -4.65565 -2.32426 0.314
C -0.90051 -2.69365 1.65174 -0.873
H 4.21249 -3.64765 1.14774 0.291
C -3.05251 6.60835 0.19174 0.470
H 0.72949 -2.33965 -4.26626 0.654
H -2.33851 6.91935 0.88174 0.408
C -3.88151 0.14135 -3.36926 -1.828
C 4.58149 0.63735 -1.32826 0.407
H -1.67851 -3.33165 1.23874 0.461
O -0.51251 0.77335 4.71274 -0.541
H -3.27651 5.61035 -1.47026 0.330
H -0.91751 -4.92465 4.43374 0.275
O 0.76549 -2.93465 -1.71326 -0.483
H -0.66551 -4.43165 -3.62526 0.418
H 0.45749 0.92835 -1.25926 0.152
H 0.41549 -1.69865 3.84074 0.217
C -2.06051 1.87835 -3.83226 -1.003
H -0.06551 -2.95665 1.04174 0.173
C -1.05751 1.72435 3.93274 0.093
C -0.96451 -4.61565 3.23674 -1.251
H 3.42049 -6.69965 0.44074 0.332
H 3.70249 2.13535 0.11974 0.334
H 0.29949 3.47835 4.25574 0.931
C -0.20851 1.06335 -0.44526 -0.229
H -1.03351 -2.08865 -1.79326 0.071
H -0.19451 1.00335 5.68874 0.317
H 1.63949 1.33035 0.86774 -0.078
H 0.64749 -2.03165 -1.22226 0.038
H -3.85551 1.48235 -1.10726 0.169
O 1.39849 -0.62765 0.23174 0.236
C 4.49849 1.35735 -0.00526 -1.320
H -4.79851 0.02935 -2.90826 0.566
C 3.47449 -6.16465 1.43074 -1.790
C 3.07049 -3.78665 0.83974 -1.189
H 5.43149 2.02835 0.24874 0.352
C -0.07051 2.84035 3.69074 -1.403
C -3.85651 7.89635 -0.15326 -1.325
H -0.81351 0.22935 -0.67826 0.555
H -1.60651 6.72335 -1.54026 0.217
H 1.74449 -3.84865 2.86074 0.287
C 0.33949 -1.72565 -3.63726 -1.169
H -3.62951 5.45335 1.75074 0.358
O -0.57151 3.58435 2.50974 -0.604
H 0.27449 0.50835 1.56174 -0.185
H -4.39551 7.77035 -1.12226 0.290
H -1.57151 -2.52065 3.57674 0.930
H 4.59249 -5.93965 1.56374 0.282
O -3.13051 1.65235 -1.66826 -0.301
H -4.51451 8.26335 0.55574 0.404
H 1.03349 -1.07865 -3.42126 0.246
H 3.23149 0.18335 -2.64026 0.186
H 2.51649 -2.95465 1.06074 -0.010
H -1.27851 1.17235 -3.71226 0.089
H -0.59751 2.91335 1.67474 0.406
O -3.96251 5.73335 0.76974 -0.599
O 2.42149 -4.56465 2.85474 -0.615
H -1.82851 4.80335 -0.89126 0.108
H 3.16349 -3.86865 -0.13926 0.627
C 5.42849 -0.54565 -1.25826 -0.623
H 4.76949 -1.12965 -0.51326 -0.062
H 3.23149 -6.89765 2.02474 0.626
H -1.33551 1.22035 2.96174 0.033
H 5.34349 -1.02565 -2.22726 0.333
H -1.07951 -1.64665 1.42674 0.158
H -4.09051 -0.13865 -4.38526 0.444
H 2.07449 -0.38165 -0.44926 -0.125
H -4.12251 2.31135 -3.41226 0.212
H -0.62051 -1.19165 -4.25126 0.089
C 0.77049 0.61735 0.62474 -0.181
C -3.34951 1.58935 -3.06726 0.586
```

---

No. 4
Computed, not measured: C22H60O8 as an isolated structure, with ωB97M-V/def2-TZVPD.

Properties
- energy relative to the best compared isomer or geometry (same formula, charge and spin) (eV) = 30.451
- gap between HOMO and LUMO (eV) = 7.382
- LUMO (eV) = -0.0814
- E_HOMO (eV) = -7.4639

The geometry in XYZ format:
```
90
Properties=species:S:1:pos:R:3:mulliken_charge:R:1
H 0.92197 -0.58597 2.22499 -2.553
H 2.79587 -1.30446 4.19919 0.382
H -2.09503 -2.63924 -0.17410 0.803
H 0.04977 0.58265 0.90167 1.729
H -0.60368 -0.24792 -3.86146 0.290
O -0.31909 -0.98069 4.30491 -0.694
C -0.08944 0.85416 2.76891 -0.886
C -2.85531 -1.66671 -2.46086 -0.818
C 0.41516 3.16716 -3.43437 -0.089
H 1.42455 0.12520 4.07018 -1.111
H 0.15461 -1.55835 1.80296 1.465
H 1.51698 -0.87986 -4.51530 0.594
H 1.09144 1.59365 -0.83812 -0.972
C 2.74694 2.23658 0.47703 -1.479
H 1.97023 0.95488 -3.04156 0.192
O 3.28485 0.30186 1.34634 -0.674
H 3.53009 1.51697 0.71560 -0.018
C -0.59122 -2.35031 1.87110 -1.390
H 1.54271 2.01556 -1.82772 1.118
C 0.54417 2.28801 -2.16950 -0.397
C 0.27935 2.99189 0.39225 -2.080
H -0.64355 -2.58757 2.93367 0.928
H 0.79368 1.33948 2.35340 0.130
H 1.99370 0.44921 1.41405 0.967
O -0.73116 0.25181 0.45191 -0.857
H 0.07632 2.79893 -1.32797 0.494
H 2.81712 0.30151 3.87771 0.681
C 1.28165 -1.15906 -3.48828 -0.462
O -2.77673 -3.15025 -0.61655 -0.902
H -0.53604 -1.08306 -2.32365 -0.782
C -3.59438 -2.12898 -1.27181 0.971
H -2.38042 -1.02945 3.25244 0.456
O 1.14903 2.51731 -4.47898 -0.535
H -1.12036 1.35505 5.43448 0.411
H 3.02588 2.93418 -0.31269 0.574
H 3.59440 -1.70014 1.53137 0.745
H 0.29373 3.45520 1.37878 0.448
H -0.20592 -3.22096 1.34045 0.746
H -3.58496 -0.63760 1.95319 0.550
H -1.07678 3.83027 -4.98079 0.480
O 1.87565 -2.41289 -3.20341 -0.599
H 2.75802 2.85549 1.37421 0.543
H 1.30671 -2.37041 2.01103 0.898
H 0.32724 0.68067 6.17861 0.431
H -1.95584 -1.15641 -2.11641 0.299
H 1.81283 -0.16541 -1.62519 -0.121
H 1.01255 3.13491 -5.20116 0.430
H -2.07629 0.16699 1.96539 0.200
H -0.30594 0.05667 2.05811 -1.017
H 0.45623 2.05504 5.24719 0.388
H -0.78062 -1.90168 -3.90529 0.701
H -5.53732 -2.07931 -2.07973 0.392
C 2.03110 -0.07482 -2.68926 -0.130
H -1.11252 -0.66284 -1.34062 -0.740
H -5.43485 -3.18750 -0.77018 0.392
C 1.57401 -1.33880 1.78204 -0.810
H -1.59535 2.48514 -3.93572 0.306
H 1.48782 -1.36062 0.69567 0.467
H -0.01219 1.36397 -2.32673 1.057
H -1.45563 4.13534 -3.28630 0.323
C 1.27520 1.77013 0.22169 -0.296
H 0.01828 -1.65781 3.71390 0.340
C -4.87859 -2.82500 -1.63463 -1.753
H -3.40160 -1.07289 -3.19369 0.436
H 4.34987 -0.68575 3.60648 0.516
H 0.26246 0.46572 -1.35124 -1.590
C -0.07470 1.10314 5.25771 -1.870
H -1.00170 1.45068 2.77617 1.002
H 0.44936 -1.09788 -0.53752 -0.120
H -4.74494 -3.55912 -2.42918 0.330
C 3.00088 -0.90522 1.98295 -0.404
C -1.91385 -1.95926 1.30034 -0.571
H -2.62138 -2.78679 1.35222 0.815
C 0.34013 0.22460 4.02280 1.508
H 0.50037 3.79637 -0.30922 0.536
H 3.07582 -0.38514 -2.67037 0.518
O -1.90494 -1.71381 -0.08542 -0.220
H 4.21250 0.34919 1.10378 0.511
H -3.59524 -1.28839 -0.57790 -0.029
H 1.77802 -2.97520 -3.97533 0.375
O 1.10009 0.64580 1.12352 0.696
C -1.02196 3.41126 -3.97604 -1.443
C -2.53470 -0.79382 2.19945 -1.426
H -0.71447 2.55765 0.28341 0.365
H -2.51678 -2.48742 -3.09326 0.406
C -0.21951 -1.13910 -3.36517 -0.660
H 0.77004 4.16262 -3.16752 0.310
H -1.46720 -0.86294 -0.00789 1.198
C -0.25503 -0.30030 -0.77373 0.589
C 3.26752 -0.61571 3.49829 -1.934
```

---

Which formula does entry 2 have? C22H60N8O8

---

LUMO of number 3 (C22H60O10)? 0.3198 eV

---

Which value of E_HOMO does entry 3 give? -9.0033 eV

---

E_HOMO of number 2 (C22H60N8O8)? -8.4005 eV